{
  "formula": "C3H6Si",
  "method": "ωB97M-V/def2-TZVPD",
  "gap_ev": [8.800, 8.784],
  "multiplicity": 1,
  "de_lowest_kcal_mol": 133.9,
  "e_homo_ev": [-9.73, -8.89],
  "largest_force_ev_per_a": 2.26,
  "symbols": ["Si", "H", "C", "H", "H", "H", "H", "H", "C", "C"],
  "coordinates": [[-1.788, -0.052, -0.060], [-2.426, -1.404, 0.556], [1.271, -0.665, -0.188], [1.514, 1.496, -0.912], [-2.308, 0.105, -1.425], [1.510, 1.297, 1.017], [2.712, -2.429, 0.155], [-1.997, 1.033, 0.980], [0.088, -0.178, -0.103], [1.425, 0.797, -0.019]],
  "forces_ev_per_angstrom": [[0.27, -1.44, 1.72], [0.82, 1.57, -0.79], [0.72, 0.06, 0.53], [0.29, -0.99, 1.26], [-0.08, 0.33, 0.05], [0.28, -0.86, -1.77], [-0.78, 0.84, -0.23], [-0.23, -0.33, -0.80], [-0.19, -0.43, -0.33], [-1.10, 1.26, 0.37]],
  "lowdin_charge": [0.6252, -0.0508, -0.1637, 0.0863, -0.0921, 0.0966, 0.1144, -0.0706, -0.4042, -0.1410]
}

{
  "formula": "C3H7As2Cl4F12Ni2O9P2Y2",
  "method": "ωB97M-V/def2-TZVPD",
  "gap_ev": [8.266, 7.298],
  "s2": 6.008,
  "multiplicity": 5,
  "e_homo_ev": [-12.92, -12.87],
  "charge": 1,
  "largest_force_ev_per_a": 6.32,
  "symbols": ["O", "Cl", "F", "Ni", "O", "Ni", "H", "H", "H", "Cl", "F", "F", "O", "F", "O", "O", "Cl", "H", "As", "O", "F", "O", "F", "H", "P", "F", "F", "C", "F", "F", "F", "P", "H", "O", "As", "H", "Cl", "O", "C", "F", "C", "Y", "Y"],
  "coordinates": [[-0.252, 1.280, -1.155], [2.275, 4.592, 2.017], [-1.935, 3.285, -0.986], [0.565, -2.650, -0.484], [-1.348, -2.588, -0.204], [-0.033, 3.031, -0.273], [3.887, 1.504, -1.410], [0.260, -4.408, -3.242], [-0.042, -3.139, -4.441], [5.794, 0.142, -1.253], [-2.683, 1.212, -2.220], [1.716, -3.149, 3.716], [-3.024, -1.644, -1.796], [-3.617, 3.456, -2.778], [-0.740, 1.293, 0.982], [-2.131, -0.519, -0.188], [1.263, 2.277, 3.566], [3.715, 0.259, -0.160], [-3.529, 2.549, -1.337], [0.254, -2.454, -2.534], [-4.970, 1.694, -1.622], [1.513, 1.901, 0.116], [-0.860, -1.067, 2.499], [3.327, 3.351, 3.714], [-2.767, -1.996, -0.315], [1.513, -0.824, 2.859], [0.797, -2.626, 1.475], [2.673, 3.075, 2.897], [-3.307, 1.670, 0.245], [0.056, -1.539, 4.732], [-0.720, -3.386, 3.276], [0.453, 0.768, 0.106], [3.158, 2.452, 2.156], [0.522, -0.671, -0.496], [0.446, -2.147, 3.185], [1.602, -3.400, -3.802], [3.154, -0.546, -2.304], [-3.600, -1.598, 0.970], [4.055, 0.463, -1.169], [-4.295, 3.793, -0.456], [0.538, -3.399, -3.555], [-1.156, -0.490, -2.080], [-2.529, 0.196, 1.749]],
  "forces_ev_per_angstrom": [[-1.16, 2.40, -4.58], [-0.25, -0.20, 0.07], [-0.02, 0.43, 0.09], [-0.86, 0.43, -1.46], [-1.69, -3.31, 0.46], [-0.57, -0.86, -0.03], [-0.04, -0.02, -0.10], [-0.06, -0.01, -0.07], [0.09, -0.13, -0.10], [-0.16, 0.03, 0.05], [-0.25, 0.97, 0.20], [-0.29, 0.22, -0.17], [-2.36, -3.30, -0.63], [0.38, -0.43, 0.26], [1.00, -0.37, 3.06], [1.69, 3.74, 1.37], [-0.09, 0.01, -0.01], [-0.01, -0.11, -0.03], [-1.24, 0.29, -0.80], [-0.18, 1.00, 1.57], [0.35, 0.06, 0.32], [1.23, -1.28, 1.80], [-0.50, 0.18, -0.01], [0.05, -0.01, -0.03], [3.00, 5.54, 0.55], [-0.32, -0.15, -0.05], [0.18, -0.43, 0.22], [0.14, 0.48, -0.32], [-0.47, 0.73, -0.22], [-0.04, 0.02, -0.28], [0.08, 0.28, -0.26], [-0.92, 0.31, -2.17], [-0.07, -0.23, 0.15], [1.99, 0.12, 2.84], [1.06, -0.34, 0.82], [-0.01, 0.05, -0.07], [-0.15, -0.09, -0.09], [-1.14, -3.30, -0.27], [0.41, 0.16, 0.13], [0.36, -0.33, 0.12], [-0.09, 0.08, 0.27], [0.48, -1.45, -0.63], [0.47, -1.15, -2.00]],
  "mulliken_spin": [0.1258, 0.0031, 0.0003, 1.8158, 0.0278, 1.7254, -0.0005, 0.0010, 0.0046, 0.0002, 0.0011, 0.0016, 0.0043, 0.0009, 0.0548, -0.0019, -0.0002, 0.0009, 0.0003, 0.0628, -0.0001, 0.0929, 0.0021, 0.0002, 0.0281, -0.0004, 0.0182, -0.0009, 0.0003, 0.0000, 0.0004, -0.0264, 0.0004, 0.0246, 0.0003, -0.0007, 0.0003, 0.0063, -0.0005, 0.0010, 0.0026, 0.0189, 0.0046]
}

{
  "formula": "C3H7BO",
  "method": "ωB97M-V/def2-TZVPD",
  "gap_ev": 9.412,
  "multiplicity": 1,
  "de_lowest_kcal_mol": 70.0,
  "e_homo_ev": -10.15,
  "largest_force_ev_per_a": 3.06,
  "symbols": ["H", "H", "H", "H", "H", "C", "O", "H", "B", "C", "C", "H"],
  "coordinates": [[-0.419, 1.806, 0.180], [2.205, 0.375, -0.899], [-0.153, 0.597, -1.390], [1.288, -1.549, -1.062], [1.062, 0.442, 1.557], [-0.577, 0.854, -0.367], [-2.654, 0.358, 0.732], [0.359, -1.158, 1.346], [1.548, -0.572, -0.446], [0.831, -0.341, 0.837], [-1.788, 0.080, -0.044], [-1.703, -0.891, -0.444]],
  "forces_ev_per_angstrom": [[-0.01, -0.54, -1.01], [-0.19, -0.99, 0.20], [-0.64, 1.05, 1.21], [0.23, -0.18, -0.24], [0.17, 0.05, -0.27], [2.42, -1.57, 1.01], [-0.67, 0.74, 0.29], [-0.74, -0.33, 0.01], [0.23, 1.52, -1.18], [-1.54, 1.71, 0.23], [1.16, 0.28, 0.81], [-0.41, -1.74, -1.06]],
  "lowdin_charge": [0.1048, 0.0436, 0.0846, 0.0270, 0.0582, 0.0468, 0.0594, 0.0509, -0.1662, -0.0381, -0.3712, 0.1001]
}

{
  "formula": "C3H7BO2",
  "method": "ωB97M-V/def2-TZVPD",
  "gap_ev": 9.503,
  "multiplicity": 1,
  "de_lowest_kcal_mol": 73.1,
  "e_homo_ev": -9.22,
  "largest_force_ev_per_a": 5.21,
  "symbols": ["H", "H", "H", "H", "H", "C", "C", "O", "H", "B", "C", "H", "O"],
  "coordinates": [[-0.341, 2.551, 0.099], [0.552, 1.848, -1.262], [-1.303, 2.039, -1.301], [1.620, -2.698, 2.282], [-1.240, 0.539, 0.864], [-0.606, 0.579, 0.009], [0.168, -0.418, 0.192], [1.159, -1.869, 1.921], [-0.195, -3.655, 0.660], [0.414, -1.752, 0.814], [-0.436, 1.887, -0.713], [1.835, -0.505, -0.521], [-0.129, -2.866, 0.195]],
  "forces_ev_per_angstrom": [[-0.07, 1.52, 0.58], [-1.34, 0.18, 0.25], [-0.59, 0.67, -0.81], [-1.52, 1.84, -1.35], [-1.77, 0.24, 0.23], [0.37, 1.45, 0.16], [4.71, -0.85, -2.05], [2.10, -1.15, 2.51], [0.15, -2.08, 1.40], [-0.32, -2.40, -0.18], [1.90, -2.21, -0.04], [-3.36, 0.30, 0.93], [-0.25, 2.48, -1.64]],
  "lowdin_charge": [0.0588, 0.0978, 0.0593, 0.1569, 0.1142, -0.2077, 0.0437, 0.1388, 0.0573, -0.8241, -0.0707, 0.2185, 0.1570]
}

{
  "formula": "C3H7Br2N",
  "method": "ωB97M-V/def2-TZVPD",
  "gap_ev": [7.923, 7.379],
  "multiplicity": 1,
  "de_lowest_kcal_mol": 50.2,
  "e_homo_ev": [-9.23, -8.98],
  "largest_force_ev_per_a": 3.65,
  "symbols": ["H", "H", "C", "C", "N", "H", "Br", "C", "H", "H", "Br", "H", "H"],
  "coordinates": [[-1.913, -0.821, 1.094], [-0.527, 2.869, 0.034], [-0.218, 1.964, 0.426], [0.958, -1.449, -0.496], [-0.351, -1.219, -0.147], [-0.711, 1.738, 1.301], [1.666, 1.946, 0.965], [-0.931, -1.194, 0.900], [1.298, -0.450, -0.591], [0.965, -2.208, -1.278], [-1.445, -0.423, -2.153], [1.553, -1.917, 0.315], [-0.345, 1.164, -0.370]],
  "forces_ev_per_angstrom": [[-0.55, -0.02, 0.36], [-0.18, 1.96, -0.65], [1.65, -2.48, -1.97], [2.20, -1.86, -0.10], [-2.76, -0.37, 2.36], [-1.32, -0.55, 1.75], [-0.22, 0.22, -0.24], [-0.14, 0.17, -0.83], [1.34, 0.60, -1.32], [0.41, 0.92, -0.71], [0.21, -0.18, 0.17], [-0.69, 0.39, 0.04], [0.07, 1.21, 1.13]],
  "lowdin_charge": [0.0812, -0.0033, -0.4994, -0.1623, -0.3206, -0.0287, 0.5432, 0.0907, 0.0331, 0.0969, 0.1156, 0.1159, -0.0623]
}

{
  "formula": "C3H7BrCuN",
  "method": "ωB97M-V/def2-TZVPD",
  "gap_ev": [7.523, 7.376],
  "s2": 0.754,
  "multiplicity": 2,
  "e_homo_ev": [-13.89, -13.74],
  "charge": 1,
  "largest_force_ev_per_a": 2.80,
  "symbols": ["H", "Cu", "Br", "C", "H", "H", "H", "C", "C", "H", "H", "H", "N"],
  "coordinates": [[1.911, 0.725, -1.328], [0.303, -2.913, 2.839], [0.171, -1.776, 0.771], [1.527, 0.528, -0.323], [-2.309, -0.490, 0.699], [2.243, -0.085, 0.225], [-0.988, 1.309, 0.627], [-1.055, 0.711, -0.297], [0.158, -0.219, -0.521], [1.313, 1.447, 0.231], [0.096, -0.587, -1.551], [-1.083, 1.421, -1.135], [-2.286, -0.072, -0.235]],
  "forces_ev_per_angstrom": [[0.10, 0.22, 0.30], [-0.01, 0.25, 0.01], [-0.31, -0.69, -0.48], [-1.18, -0.50, -0.19], [-0.06, -0.01, -0.03], [-0.02, 0.18, -0.19], [0.45, -0.17, -0.16], [-0.64, -0.80, 0.87], [1.02, 2.61, -0.17], [0.36, -0.10, -0.16], [-0.10, -1.04, 0.66], [0.11, -0.36, -0.05], [0.28, 0.40, -0.42]],
  "mulliken_spin": [0.0002, -0.0002, 0.0004, -0.0005, -0.0181, 0.0009, 0.0290, -0.0230, 0.0488, 0.0010, 0.0091, 0.0021, 0.9503]
}

{
  "formula": "C3H7BrLiO3S",
  "method": "ωB97M-V/def2-TZVPD",
  "gap_ev": 10.127,
  "multiplicity": 1,
  "e_homo_ev": -14.49,
  "charge": 1,
  "largest_force_ev_per_a": 1.88,
  "symbols": ["O", "H", "S", "C", "H", "Li", "H", "H", "H", "C", "C", "O", "H", "H", "Br", "O"],
  "coordinates": [[1.755, -0.855, -0.050], [-0.713, 2.290, -0.392], [2.376, 0.775, -0.062], [-0.231, 1.330, -0.355], [-0.118, 0.934, -1.358], [0.879, -2.186, -0.973], [-0.498, 0.049, 1.348], [-1.305, -0.838, -1.255], [-2.762, -0.647, -0.341], [-1.700, -0.778, -0.248], [-1.099, 0.408, 0.531], [3.132, 0.790, 1.120], [-1.927, 0.969, 0.931], [2.517, -1.376, 0.260], [-1.366, -2.511, 0.592], [1.059, 1.647, 0.251]],
  "forces_ev_per_angstrom": [[-0.40, -0.59, -0.29], [-0.03, 0.39, -0.39], [-0.59, 1.01, -1.47], [-0.24, 0.13, 0.82], [0.24, 0.03, -0.27], [-0.56, -0.17, 0.16], [0.18, -0.05, 0.38], [0.07, -0.10, -0.23], [-0.43, -0.36, 0.01], [0.31, 0.61, 0.21], [0.39, -0.44, -0.75], [1.08, 0.19, 1.38], [-0.14, 0.29, 0.33], [0.08, 0.33, 0.43], [0.20, 0.03, -0.29], [-0.15, -1.29, -0.03]],
  "lowdin_charge": [-0.4141, 0.1293, 0.9664, -0.1812, 0.1129, 0.7254, 0.0963, 0.0436, 0.0671, -0.5699, -0.2183, -0.3192, 0.1178, 0.0643, 0.6927, -0.3130]
}

{
  "formula": "C3H7BrN",
  "method": "ωB97M-V/def2-TZVPD",
  "gap_ev": [6.635, 7.714],
  "s2": 2.015,
  "multiplicity": 3,
  "de_lowest_kcal_mol": 0.0,
  "e_homo_ev": [-10.73, -13.04],
  "charge": 1,
  "largest_force_ev_per_a": 2.86,
  "symbols": ["C", "H", "H", "C", "N", "Br", "H", "H", "H", "H", "H", "C"],
  "coordinates": [[2.171, 0.657, -0.067], [-2.047, -1.746, 0.948], [2.994, 2.558, -0.180], [3.137, 1.501, 0.003], [-2.160, -1.309, 0.026], [1.128, -0.699, 0.155], [4.163, 1.209, 0.210], [-3.169, -1.151, -0.137], [-1.601, 0.615, 0.773], [-1.821, -1.963, -0.691], [-1.427, 0.397, -1.007], [-1.369, -0.067, -0.032]],
  "forces_ev_per_angstrom": [[0.07, 2.59, -0.39], [-0.16, -0.09, -0.19], [-0.15, 0.16, -0.17], [0.99, -0.24, 0.06], [0.18, -0.20, 0.02], [0.04, -2.83, 0.43], [0.21, -0.06, 0.16], [0.29, -0.09, 0.07], [0.22, -0.18, 0.33], [-0.21, 0.01, 0.21], [0.31, -0.20, -0.15], [-1.78, 1.11, -0.37]],
  "mulliken_spin": [0.8785, 0.0062, 0.0636, -0.0982, -0.0116, 0.2078, 0.0708, 0.0276, 0.0020, 0.0075, -0.0007, 0.8464]
}

{
  "formula": "C3H7BrNO",
  "method": "ωB97M-V/def2-TZVPD",
  "gap_ev": 9.765,
  "multiplicity": 1,
  "de_lowest_kcal_mol": 17.2,
  "e_homo_ev": -14.77,
  "charge": 1,
  "smiles": "[NH2+]=CCOCBr",
  "largest_force_ev_per_a": 1.87,
  "symbols": ["H", "C", "H", "N", "H", "H", "O", "C", "H", "H", "C", "Br", "H"],
  "coordinates": [[2.011, 1.744, 0.021], [-0.739, 0.084, 0.849], [1.388, 0.091, 1.585], [1.044, 1.428, 0.012], [-0.942, -0.858, 1.370], [-0.544, -0.873, -2.181], [-1.096, 0.016, -0.509], [-0.645, -1.136, -1.120], [-1.330, 0.877, 1.322], [0.375, 1.848, -0.624], [0.705, 0.484, 0.838], [1.128, -1.746, -0.539], [-1.356, -1.960, -1.024]],
  "forces_ev_per_angstrom": [[-0.30, 0.16, -0.24], [-0.37, -0.11, -0.02], [0.17, 0.37, -0.17], [0.81, -0.42, 1.28], [0.28, 0.19, 0.06], [0.06, -0.36, 0.34], [-0.21, 0.42, 0.45], [-0.49, -0.24, -1.78], [0.09, -0.05, -0.07], [0.02, -0.19, -0.09], [-0.27, 0.54, -0.01], [-0.12, -0.24, -0.11], [0.33, -0.09, 0.37]],
  "lowdin_charge": [0.1638, -0.1950, 0.1377, 0.2147, 0.1427, 0.0976, -0.1816, -0.5106, 0.1614, 0.1626, -0.1545, 0.8629, 0.0986]
}

{
  "formula": "C3H7Cl2N",
  "method": "ωB97M-V/def2-TZVPD",
  "gap_ev": [6.260, 10.018],
  "multiplicity": 1,
  "de_lowest_kcal_mol": 135.0,
  "e_homo_ev": [-8.01, -10.38],
  "largest_force_ev_per_a": 4.52,
  "symbols": ["H", "H", "Cl", "H", "C", "H", "H", "C", "H", "N", "H", "C", "Cl"],
  "coordinates": [[-1.873, -0.584, -1.228], [-2.426, 1.319, 0.094], [3.926, -1.036, -0.522], [-0.826, 1.294, 0.967], [-1.049, -0.088, -0.709], [-2.119, -0.074, 1.163], [-0.413, -1.566, 0.790], [-0.144, -1.115, -0.236], [0.932, -0.900, -0.511], [2.759, 0.196, -0.007], [-0.533, 0.590, -1.359], [-1.691, 0.695, 0.434], [3.456, 1.268, 1.126]],
  "forces_ev_per_angstrom": [[-0.14, 0.16, -0.50], [-1.88, 1.76, -0.69], [-0.88, 1.10, 0.56], [-1.93, -1.03, -0.77], [-1.34, 0.10, 0.12], [0.46, 1.27, -0.73], [0.74, 0.37, -1.81], [1.92, -0.31, 1.77], [-1.39, -1.06, 0.63], [1.28, -0.36, -0.03], [0.08, 0.30, -0.69], [3.27, -1.70, 2.63], [-0.18, -0.60, -0.51]],
  "lowdin_charge": [0.1035, 0.0203, 0.4256, 0.1112, -0.3927, 0.0900, 0.0802, -0.0224, 0.0055, -0.8652, 0.0914, -0.1254, 0.4780]
}

Question: Among the records above, which one has the highest multiplicity?
Answer: C3H7As2Cl4F12Ni2O9P2Y2